(1)
Molecular formula: C5H8N2
Method: DFT, the ωB97M-V functional and the def2-TZVPD basis

Results
* total charge: 0
* LUMO level (alpha / beta): 0.25 / 0.25 eV
* HOMO energy (alpha / beta): -7.1549 / -7.1546 eV
* frontier orbital gap (alpha / beta): 7.4 / 7.4 eV
* spin multiplicity: 1
* relative energy (zero: lowest compared OMol25 entry of this formula, charge and spin): 671.2 kJ/mol

The geometry in XYZ format:
```
15
C5H8N2 | the Open Molecules 2025 dataset | the ωB97M-V functional and the def2-TZVPD basis
H 0.156 2.753 -0.702
C 2.401 0.496 -0.125
H -1.701 -2.416 0.766
N 1.344 0.299 -0.795
N -1.239 -0.406 0.423
H 3.366 0.558 -0.644
H -0.887 -2.094 -0.795
H 2.438 0.514 0.977
C -0.096 0.759 -0.061
H -1.591 2.182 -0.379
H -2.608 -1.658 -0.544
C -0.527 1.990 -0.356
H 0.638 -1.015 1.298
C -1.625 -1.726 -0.078
C -0.068 -0.238 1.015
```

(2)
Molecular formula: C2H9NO2
Method: DFT, the ωB97M-V functional and the def2-TZVPD basis

Results
* total charge: -1
* LUMO level (alpha / beta): 3.78 / 3.03 eV
* HOMO energy (alpha / beta): -2.9239 / -2.9125 eV
* frontier orbital gap (alpha / beta): 6.7 / 5.9 eV
* spin multiplicity: 2
* relative energy (zero: lowest compared OMol25 entry of this formula, charge and spin): 112.0 kJ/mol

The geometry in XYZ format:
```
14
C2H9NO2 | the Open Molecules 2025 dataset | the ωB97M-V functional and the def2-TZVPD basis
H 0.929 1.209 1.110
H 1.157 -0.932 1.921
O 0.812 2.199 1.049
H 1.734 2.484 1.055
H 0.602 -0.298 -1.076
H -1.579 -0.533 -0.546
N -0.949 -0.413 0.296
H 2.433 -0.424 0.714
C 1.390 -0.408 0.996
O -1.606 -1.041 -2.108
C 0.396 -0.678 -0.068
H 0.399 -1.773 -0.232
H -1.010 0.422 0.853
H -2.059 -0.827 -2.926
```

(3)
Molecular formula: C33H35BrF5NO2S4TaTe
Method: DFT, the ωB97M-V functional and the def2-TZVPD basis

Results
* total charge: +1
* LUMO level: -3.86 eV
* HOMO energy: -10.8473 eV
* frontier orbital gap: 7.0 eV
* spin multiplicity: 1
* relative energy (zero: lowest compared OMol25 entry of this formula, charge and spin): 0.0 kJ/mol

The geometry in XYZ format:
```
83
C33H35BrF5NO2S4TaTe | the Open Molecules 2025 dataset | the ωB97M-V functional and the def2-TZVPD basis
H 0.417 0.045 -3.342
H 3.330 -1.277 -4.487
C 3.680 -0.288 0.719
H -2.440 -6.262 -0.478
C 4.359 -1.780 -2.661
H 4.442 2.262 5.166
H -2.820 4.080 -2.737
C 1.616 2.507 2.519
C -3.713 -4.752 0.452
H -1.601 -4.336 -1.351
C -0.950 -2.409 -0.743
H 4.210 -1.076 1.249
C 2.856 3.463 4.353
H -1.213 0.714 3.759
H -4.378 -0.784 2.693
H 5.178 -1.994 -0.686
C 2.422 1.371 2.611
H -0.403 5.213 -6.093
H 4.024 0.373 3.634
C 1.422 0.416 -3.547
C 4.417 -1.538 -1.303
F 2.849 4.476 -1.728
C -1.717 4.726 -4.466
H -4.235 -6.199 1.977
C -1.042 -0.043 2.990
C -3.553 -5.356 1.854
S 0.295 2.696 1.349
C -2.855 -2.482 1.153
H -2.079 1.405 0.766
F 4.659 2.558 -1.896
Ta 0.903 1.272 -0.484
H -3.562 -5.472 -1.602
O 2.647 2.289 -0.225
C -1.071 -1.292 0.086
H 1.419 3.740 -5.277
H 5.075 -2.441 -3.132
F 3.302 4.642 0.835
H -0.742 -0.973 3.479
H 4.263 0.630 0.778
C -2.789 1.031 1.493
H -3.507 0.163 3.888
C 3.426 1.273 3.564
H -2.939 1.813 2.240
Br 0.394 -2.517 -2.071
H -5.419 -3.500 1.013
H -3.778 -4.629 2.636
F 5.225 4.806 -0.844
C -1.900 3.997 -3.300
H 1.232 4.440 3.349
C 0.283 3.064 -3.586
H 1.618 0.390 -4.615
C 3.653 2.329 4.430
C 3.388 -1.143 -3.416
C 2.475 -0.331 -2.778
C -2.059 -1.343 1.106
C 3.501 -0.674 -0.723
C -0.892 3.153 -2.850
C -2.757 -3.574 0.298
H -0.225 0.303 2.371
C -2.314 -0.258 2.165
F 5.072 2.731 0.665
H -5.292 -3.815 -0.720
S 1.601 2.115 -2.919
C -3.443 -5.844 -0.583
C -5.154 -4.253 0.270
C 0.478 3.801 -4.746
H 3.026 4.290 5.029
O -0.248 -0.217 -0.147
C 1.843 3.549 3.413
S 2.087 0.002 1.531
H -2.534 -5.716 2.009
H -2.504 5.386 -4.806
H -5.852 -5.085 0.376
Te 3.916 3.559 -0.521
C -3.406 -0.650 3.168
H -3.738 0.859 0.980
H -3.154 -1.553 3.726
C -0.538 4.630 -5.193
C -1.765 -3.525 -0.659
H -3.616 -2.527 1.913
N 2.515 -0.112 -1.444
H -4.154 -6.659 -0.444
S -1.166 2.117 -1.455
```

(4)
Molecular formula: C2H9N2O
Method: DFT, the ωB97M-V functional and the def2-TZVPD basis

Results
* total charge: 0
* LUMO level (alpha / beta): 1.06 / -2.40 eV
* HOMO energy (alpha / beta): -9.2684 / -9.2176 eV
* frontier orbital gap (alpha / beta): 10.3 / 6.8 eV
* spin multiplicity: 2
* relative energy (zero: lowest compared OMol25 entry of this formula, charge and spin): 103.1 kJ/mol

The geometry in XYZ format:
```
14
C2H9N2O | the Open Molecules 2025 dataset | the ωB97M-V functional and the def2-TZVPD basis
H 0.353 1.536 -1.825
O 0.878 -0.142 0.166
H -0.883 -0.237 1.156
C -0.440 -0.047 0.194
N 0.893 -2.667 1.047
H -0.725 2.927 -1.439
H 0.975 -2.632 2.028
H -1.325 1.449 -2.066
H -0.526 1.942 0.645
H 1.579 -3.315 0.658
H -0.909 -0.708 -0.577
N -0.933 1.373 -0.099
C -0.608 1.863 -1.392
H 1.009 -1.663 0.637
```

(5)
Molecular formula: CH2O4S2
Method: DFT, the ωB97M-V functional and the def2-TZVPD basis

Results
* total charge: -2
* LUMO level: 5.99 eV
* HOMO energy: -0.1543 eV
* frontier orbital gap: 6.1 eV
* spin multiplicity: 1
* relative energy (zero: lowest compared OMol25 entry of this formula, charge and spin): 259.9 kJ/mol

The geometry in XYZ format:
```
9
CH2O4S2 | the Open Molecules 2025 dataset | the ωB97M-V functional and the def2-TZVPD basis
H -0.304 -0.196 0.199
S -2.028 1.396 -0.047
O -2.383 2.699 0.644
C -1.011 0.402 0.925
O 1.548 -2.413 -0.512
O 3.379 -0.655 -0.400
O -2.573 0.045 0.640
H 1.441 -0.282 -1.314
S 1.931 -0.996 -0.135
```

(6)
Molecular formula: H16NeO8
Method: DFT, the ωB97M-V functional and the def2-TZVPD basis

Results
* total charge: 0
* LUMO level: -0.24 eV
* HOMO energy: -10.7676 eV
* frontier orbital gap: 10.5 eV
* spin multiplicity: 1
* relative energy (zero: lowest compared OMol25 entry of this formula, charge and spin): 49.2 kJ/mol

The geometry in XYZ format:
```
25
H16NeO8 | the Open Molecules 2025 dataset | the ωB97M-V functional and the def2-TZVPD basis
O -0.650 -1.522 0.803
H -1.483 -1.621 0.341
O -3.353 0.871 -1.427
Ne 0.374 1.010 0.814
O 0.119 -0.669 3.636
H -0.284 -1.424 4.066
H -2.665 -0.680 2.095
H -2.616 0.711 -2.016
H 1.402 -0.321 -0.576
H 1.411 3.829 -1.093
H 3.932 -1.203 -0.232
H -0.016 -1.324 0.115
O 1.106 -0.841 -1.323
H -0.151 -0.741 2.721
O -0.985 -0.296 -3.195
H 1.870 -1.361 -1.572
O -3.365 -0.125 2.439
H -0.636 0.132 -3.976
O 1.354 2.962 -1.495
O 3.999 -0.613 0.519
H -3.059 1.585 -0.862
H 4.655 -1.021 1.085
H -0.248 -0.320 -2.584
H -2.950 0.379 3.139
H 2.239 2.604 -1.420
```

(7)
Molecular formula: C16H26O14Pd2
Method: DFT, the ωB97M-V functional and the def2-TZVPD basis

Results
* total charge: +2
* LUMO level (alpha / beta): -7.17 / -9.78 eV
* HOMO energy (alpha / beta): -14.6670 / -14.6665 eV
* frontier orbital gap (alpha / beta): 7.5 / 4.9 eV
* spin multiplicity: 5

The geometry in XYZ format:
```
58
C16H26O14Pd2 | the Open Molecules 2025 dataset | the ωB97M-V functional and the def2-TZVPD basis
C -1.121 4.381 -5.465
O 0.923 -3.369 -2.725
O -0.495 -3.238 2.513
H 1.991 0.054 4.802
H -2.135 -3.880 3.688
Pd 1.662 -1.893 -1.153
H 3.314 -4.243 -2.280
H 0.398 0.987 -0.978
H -1.680 0.408 2.602
O -1.849 -2.872 0.811
C 2.756 -4.961 -2.878
O 2.082 -0.776 2.941
O -0.450 3.723 -3.329
O 0.853 5.500 -2.882
C -2.668 -2.631 1.954
C -0.794 2.010 3.910
O -1.247 2.202 1.685
H 0.199 1.549 3.900
Pd -0.823 -2.134 -3.460
H -2.764 1.688 2.991
C -1.702 1.475 2.833
C -0.421 0.523 -1.545
O 1.661 -0.315 0.791
H -1.762 0.142 0.082
H -3.636 -3.119 1.860
H 2.819 2.008 3.843
H -0.614 4.005 -6.351
C -1.768 0.614 -0.909
C 0.158 4.909 -3.629
C 3.334 1.155 3.410
O -0.381 4.279 1.438
H 3.543 -0.778 4.404
H -2.485 -0.093 -1.351
H -0.328 1.128 -2.480
C 2.174 -0.030 1.847
O -0.189 5.278 -4.878
H 0.699 -5.153 -3.672
H 3.075 -4.831 -3.917
H 4.416 1.181 3.422
C 2.750 -0.127 4.048
H -0.669 2.390 -4.841
O -0.053 -0.755 -1.946
H -1.179 1.983 4.925
O -0.675 3.366 3.483
H -2.180 1.610 -0.800
C -0.574 -2.988 1.216
H 0.880 -5.132 -1.892
H -2.064 4.852 -5.725
C 1.250 -4.693 -2.852
H 2.967 -6.003 -2.655
C -0.686 3.372 2.126
O 0.346 -3.046 0.443
H -2.956 -1.576 2.017
H -2.170 2.886 -4.000
O 2.982 0.992 2.021
H -1.728 -2.224 3.871
C -1.758 -3.024 3.133
C -1.230 3.233 -4.420
```

(8)
Molecular formula: C4H9NP
Method: DFT, the ωB97M-V functional and the def2-TZVPD basis

Results
* total charge: +1
* LUMO level: -4.11 eV
* HOMO energy: -13.1269 eV
* frontier orbital gap: 9.0 eV
* spin multiplicity: 1
* relative energy (zero: lowest compared OMol25 entry of this formula, charge and spin): 388.0 kJ/mol

The geometry in XYZ format:
```
15
C4H9NP | the Open Molecules 2025 dataset | the ωB97M-V functional and the def2-TZVPD basis
P -0.827 -0.632 1.518
C -0.095 0.833 1.735
N -1.324 -1.275 -1.229
H 2.032 1.273 1.136
H -0.995 -0.881 -2.025
H 0.620 1.056 -1.386
H 0.240 -2.021 -0.368
C -0.335 -1.184 -0.107
H -0.239 1.393 2.565
C 0.955 1.413 0.833
H -2.024 -0.625 -0.891
C 1.045 0.580 -0.376
H 1.940 -0.058 -0.671
H 0.744 2.360 0.572
H -1.737 -2.233 -1.305
```

| no. | calculated total energy (eV) |
| --- | --- |
| 1 | -8288.0403 |
| 2 | -7802.4497 |
| 3 | -176190.2726 |
| 4 | -7244.6298 |
| 5 | -30925.2733 |
| 6 | -20148.5080 |
| 7 | -52616.4242 |
| 8 | -15061.5406 |